## i
Computed, not measured: the molecule C4H5NO2S, with ωB97M-V/def2-TZVPD.

SMILES = O=c1[nH]cc(CS)o1
E_LUMO = 0.312 eV

Each line ends with the natural charge from an NBO analysis.
Element x y z (Å)
O -0.7264 2.0726 -2.2258  -0.6192
C -0.6686 1.5661 -1.0657  0.8445
N -1.3512 1.7423 0.0025  -0.6143
C -0.9623 0.7289 0.9835  -0.1258
C 0.1259 0.1137 0.4638  0.2493
C 0.9684 -0.8079 1.0992  -0.5668
S 0.9881 -2.5912 0.6945  -0.0312
O 0.3304 0.4659 -0.8645  -0.4603
H -2.2260 2.4163 0.3154  0.4669
H -1.6218 0.4063 1.8138  0.2387
H 1.9662 -0.5214 0.9910  0.2388
H 0.8680 -0.8294 2.1732  0.2409
H 1.0512 -2.1216 -0.5856  0.1384

---

## ii
Computed, not measured: the molecule C4H5NO2S, with ωB97M-V/def2-TZVPD.

SMILES = O/N=C\[C@@H]1OCC1=S
E_LUMO = -0.299 eV

Each line ends with the natural charge from an NBO analysis.
Element x y z (Å)
O 1.1357 -1.3588 -0.9565  -0.5249
N 1.6797 -0.3354 -1.5414  -0.0714
C 1.4854 0.7651 -0.9025  -0.0220
C 0.6362 0.8291 0.3911  -0.0408
O 0.9682 -0.2438 1.4491  -0.5272
C -0.4042 -0.8508 1.2703  -0.1737
C -0.8218 0.2753 0.4360  -0.0954
S -2.2894 0.6556 -0.0677  0.0897
H 1.2457 -2.0877 -1.6450  0.4921
H 1.9895 1.6506 -1.0711  0.2018
H 0.7612 1.7980 0.8914  0.2221
H -1.0234 -1.0697 2.1218  0.2181
H -0.3060 -1.7244 0.4649  0.2318

---

## iii
Computed, not measured: the molecule C4H5NO2S, with ωB97M-V/def2-TZVPD.

SMILES = Cc1nc(O)c(O)s1
E_LUMO = 0.673 eV

Each line ends with the natural charge from an NBO analysis.
Element x y z (Å)
C 2.3965 0.3330 0.0776  -0.6556
C 0.9612 0.2007 0.0761  0.0767
N 0.2762 -0.7422 -0.3799  -0.4723
C -1.0911 -0.6050 -0.2770  0.3130
O -1.9758 -1.5073 -0.8211  -0.6776
C -1.4297 0.5642 0.3666  0.0082
O -2.6871 0.8874 0.7639  -0.6581
S -0.0381 1.4861 0.6822  0.3689
H 2.8813 0.4147 1.0016  0.2334
H 2.8339 -0.4443 -0.5984  0.2465
H 2.5428 1.4023 -0.2787  0.2267
H -1.4001 -2.3249 -0.8916  0.4986
H -3.2700 0.3353 0.2785  0.4914

---

## iv
Computed, not measured: a cluster of 2 separate species, C4H5NO2S in total, with ωB97M-V/def2-TZVPD.

E_LUMO = -1.765 eV

Each line ends with the natural charge from an NBO analysis.
Element x y z (Å)
C -0.8206 0.8028 -0.1394  0.2342
C -1.3418 -0.4990 -0.0802  -0.3454
C -0.2896 -1.4913 -0.1730  -0.1119
C 0.5736 0.6124 -0.0382  -0.1461
H -2.3173 1.9593 -0.1805  0.4878
H -2.4338 -0.7990 -0.2524  0.2167
H -0.5223 -2.5253 0.0844  0.2333
H 2.3267 -1.9360 -1.1434  0.3644
H 1.3623 2.0092 1.6983  0.1435
N 0.8404 -0.7922 -0.0171  -0.0461
O -1.3306 1.9714 -0.3583  -0.6361
O 2.1351 -1.1386 0.2872  -0.4075
S 1.8179 1.8263 0.3126  0.0131

---

Of them, iv has the lowest stability.

---

## i
Computed, not measured: a cluster of 7 separate species, H15O7 in total, with ωB97M-V/def2-TZVPD.

Total charge = +1
E_LUMO = -3.000 eV

Each line ends with the natural charge from an NBO analysis.
Element x y z (Å)
O -0.1640 0.2024 -0.6399  -0.8426
H -0.0263 1.1329 -1.0069  0.5620
H -1.1147 -0.1576 -0.8220  0.5551
H 0.1277 0.0485 0.3024  0.5661
O 0.7357 2.3356 -1.9579  -0.9461
H 0.2495 3.1699 -1.9474  0.4911
H 1.6617 2.5813 -1.8256  0.5044
O -2.5188 -0.8345 -0.9870  -0.9488
H -2.9217 -1.1490 -1.8076  0.5132
H -2.9484 -1.3372 -0.2848  0.5078
O -0.8460 2.5722 0.8096  -0.9600
H -1.0895 2.9212 1.6765  0.4908
H -0.7697 3.3544 0.2552  0.4709
O 0.5665 -0.9508 1.7042  -0.9844
H 0.5218 -0.9298 2.6703  0.5093
H 1.5202 -0.9704 1.4985  0.5144
O -0.6387 -3.4171 0.6614  -0.9529
H -1.5176 -3.5376 1.0373  0.4647
H -0.2605 -2.6501 1.1235  0.4784
O 2.9278 -0.5656 0.0814  -0.9748
H 3.5530 -0.2858 -0.5971  0.4972
H 2.9520 -1.5330 0.0558  0.4841

---

## ii
Computed, not measured: a cluster of 7 separate species, H15O7 in total, with ωB97M-V/def2-TZVPD.

Total charge = +1
E_LUMO = -3.477 eV

Each line ends with the natural charge from an NBO analysis.
Element x y z (Å)
O 0.2951 0.2377 -0.0885  -0.8678
H -0.3399 -0.4723 -0.4045  0.5819
H 1.0541 0.0137 0.4915  0.5616
H -0.0189 1.2257 0.4395  0.5819
O 1.7911 2.2577 1.5565  -0.9468
H 1.9591 3.2367 1.5715  0.4992
H 1.1691 2.1257 2.2315  0.4606
O -2.0589 -1.3293 0.0035  -0.9865
H -2.7969 -1.4863 0.6665  0.5165
H -1.6699 -2.2603 -0.0025  0.4932
O 1.5891 -1.7773 -1.8725  -0.9558
H 2.4001 -1.8903 -2.3385  0.4794
H 1.0181 -2.3003 -2.4745  0.4783
O -1.3679 2.4157 0.6255  -0.9290
H -1.1299 2.4677 1.6175  0.4841
H -1.1549 3.3327 0.2805  0.5100
O 1.8651 -0.8623 1.6005  -0.9722
H 1.8351 -1.7523 2.0415  0.5108
H 2.6701 -0.5003 2.0615  0.5071
O -2.3549 -1.2523 -2.7835  -0.9645
H -2.0529 -1.0043 -1.9115  0.4705
H -2.7009 -0.4253 -3.3125  0.4874

---

Of them, ii has the lowest stability.

---

## i
Computed, not measured: a structure of composition CH3Br2OP, with ωB97M-V/def2-TZVPD.

E_LUMO (alpha / beta) = -1.457 / -1.418 eV

Each line ends with the natural charge from an NBO analysis.
Element x y z (Å)
C -1.4849 -0.2518 0.0184  -0.3035
O -0.6574 -1.1563 -0.5376  -0.3248
P 2.5302 0.3322 -0.9632  0.4133
Br 1.4098 1.6649 0.2293  -0.1699
Br 3.0679 -1.0520 0.6777  -0.2139
H -2.3558 -0.6182 0.5183  0.1705
H -1.8271 0.6604 -0.6441  0.1865
H -0.6827 0.4208 0.7012  0.2416

---

## ii
Computed, not measured: the molecule CH3Br2OP, with ωB97M-V/def2-TZVPD.

SMILES = COP(Br)Br
E_LUMO = -0.052 eV

Each line ends with the natural charge from an NBO analysis.
Element x y z (Å)
C 0.3014 -1.1823 -0.3560  -0.2530
O -0.3005 0.0287 -0.6925  -0.7594
P 0.3342 1.5384 0.3319  0.8905
Br -1.1043 2.8319 -0.6781  -0.1702
Br -0.7121 1.2548 2.3148  -0.2280
H 1.3751 -1.2319 -0.6548  0.1552
H -0.1601 -1.8179 -0.9789  0.1948
H 0.2663 -1.4217 0.7136  0.1702

---

Of them, i has the lowest stability.